Entry 1:
The following is a quantum chemistry calculation of a cluster of 3 separate species, C32H56BBr2F3N7O8S in total at a distorted geometry, from the OMol25 dataset.

```
110
C32H56BBr2F3N7O8S ωB97M-V/def2-TZVPD
H -4.39 -2.43 -3.08
C -4.14 -1.35 -2.97
N -2.43 1.48 -3.34
H 3.30 3.57 0.52
H 2.50 2.33 1.62
H -1.41 -3.40 0.14
O 0.93 4.28 -0.25
H 5.01 -5.99 0.37
H 3.93 1.89 0.54
H 3.97 -9.21 -1.85
C -2.72 2.20 -4.41
C 7.65 -1.74 -1.27
H -3.14 6.84 1.26
F 2.45 -2.87 1.35
H 1.85 2.64 -2.58
H -3.11 3.73 -1.18
H 7.43 -2.80 -1.14
O -2.50 0.60 4.09
H 4.68 -5.27 -1.22
H -3.70 2.01 3.05
N -5.30 1.60 0.87
F 0.26 -1.39 2.19
H -0.22 -1.74 -1.46
H 3.48 1.90 -2.24
C -2.91 0.47 -1.02
N 4.69 -7.36 -1.17
H -0.95 2.54 -1.70
H -3.48 -0.52 1.43
H -1.96 2.30 -5.23
C 5.96 -7.62 -1.56
H -1.55 4.49 -0.81
C 6.25 -1.10 0.70
H -1.97 6.59 -0.13
C -1.33 3.02 1.72
H -3.48 -0.99 6.38
O 4.93 0.59 -1.03
H -1.53 6.10 1.56
H -5.97 3.30 -3.70
H 3.18 -8.56 -0.39
C 2.70 2.59 -1.84
C 1.49 -2.50 0.42
H -3.11 -1.18 -3.38
Br -0.01 -4.06 2.26
H -3.60 4.48 1.32
N 2.11 2.13 -0.53
H 6.92 -1.83 1.17
H 2.84 -7.84 -1.99
C -1.81 2.54 0.31
H -0.81 4.02 1.58
H -4.83 -0.74 -3.61
H 5.22 -1.43 0.81
C -2.40 3.91 -0.33
C -0.62 2.18 -0.68
H -1.56 -1.32 3.96
C -3.97 2.95 -4.68
H 6.17 -0.06 -2.50
C -3.38 0.94 3.00
C -4.98 2.81 -3.61
H -2.17 3.30 2.42
C -0.42 0.64 -0.58
O -5.64 -0.40 -1.05
H -1.32 -0.07 -2.23
C 5.85 -0.09 -1.45
O -6.18 2.38 0.87
F 1.95 -1.35 -0.16
Br 1.40 -4.03 -0.84
C -3.28 1.35 -2.30
H -1.79 -1.82 6.26
H -5.37 1.99 -1.64
C -0.35 2.15 2.55
H 6.36 -0.14 1.20
H -0.16 0.29 0.44
C -1.20 -2.31 0.37
H 0.36 2.30 4.59
C 0.34 2.79 3.58
C -1.24 -1.60 -1.00
H 1.08 4.46 0.69
O -4.15 -2.05 -0.41
O -4.14 2.18 0.46
C -4.59 2.03 -2.44
H -4.34 0.39 3.27
C 0.13 -2.36 1.20
C -2.38 6.13 0.80
C 4.41 -6.08 -0.54
C 2.98 2.49 0.61
H 3.13 3.63 -1.78
H 0.48 0.38 -1.21
H -2.02 -2.08 1.11
C -2.49 -0.81 4.34
O 6.91 -6.87 -1.42
H -4.14 3.54 -5.61
H 3.35 -6.01 -0.28
C -2.97 1.38 0.34
N -1.56 -0.16 -1.21
H 6.08 -8.62 -2.03
H 7.77 -1.53 -2.33
S -4.24 -0.81 -1.19
N -3.03 4.85 0.58
H 0.89 3.73 3.34
H -1.97 -0.03 6.30
H -1.86 -2.22 -1.70
H -3.39 -1.36 3.98
C 3.61 -8.30 -1.36
H -1.84 0.05 1.75
H 8.58 -1.50 -0.75
H -0.10 1.08 2.39
C -2.46 -0.98 5.93
B 0.81 2.87 -0.48
N 6.57 -0.96 -0.71
C -2.90 0.43 1.59
```

As for the charge: +1. The spin multiplicity is 1. The LUMO energy comes out at -3.1 eV.


Entry 2:
The following is a quantum chemistry calculation of a cluster of 2 separate species, H3NS2 in total at a distorted geometry, from the OMol25 dataset.

```
6
H3NS2 ωB97M-V/def2-TZVPD
H -1.92 1.28 0.68
H 1.06 0.26 -0.34
N -2.16 0.64 -0.14
S 2.41 0.04 0.04
S -2.02 -0.91 -0.12
H 2.63 -1.32 -0.12
```

As for the SMILES: N=S.S. The spin multiplicity is 1. The LUMO energy (alpha / beta) comes out at -1.4 / -1.4 eV.


Entry 3:
The following is a quantum chemistry calculation of the molecule C5H10FN at a distorted geometry, from the OMol25 dataset.

```
17
C5H10FN ωB97M-V/def2-TZVPD
H -0.10 -1.57 0.20
N 0.34 0.35 -0.72
C -1.06 0.67 -0.70
H 2.24 -1.06 1.13
H -2.82 1.20 0.55
H 0.81 -1.81 -1.27
C -1.97 0.26 0.40
H -1.49 0.17 1.42
F -2.48 -0.95 0.12
C 1.91 -0.70 0.24
H 0.72 0.90 1.40
C 1.27 0.71 0.42
H 1.90 1.59 0.33
C 0.62 -1.08 -0.40
H 2.71 -0.39 -0.55
H -1.16 1.74 -1.03
H -1.44 -0.02 -1.54
```

As for the SMILES: FCCN1CCC1. The spin multiplicity is 1. The LUMO energy comes out at 1.1 eV.


Entry 4:
The following is a quantum chemistry calculation of a structure of composition C29H60N5OPRb at a distorted geometry, from the OMol25 dataset.

```
97
C29H60N5OPRb ωB97M-V/def2-TZVPD
H 1.49 3.54 -2.17
O 0.55 -2.79 -0.26
H 5.65 0.98 -1.05
H -3.03 5.24 -2.43
H -3.93 -0.02 -2.93
H 3.43 -1.44 -3.57
C -0.08 -1.12 4.89
H -3.30 1.57 -3.35
H 4.90 -0.76 -4.30
H -3.64 3.85 0.11
H -0.50 -3.97 5.29
H 0.79 1.66 4.98
C -2.61 4.18 0.09
C -2.24 -0.55 -0.83
H 0.68 1.99 -4.51
C -0.23 1.41 5.31
C -2.62 0.81 -1.43
C 3.67 -3.05 0.06
H 6.11 -2.87 -1.53
H 0.54 -0.04 -1.42
H 0.87 -1.50 6.79
Rb 0.11 -0.25 1.80
H 4.45 -2.98 0.83
C -3.13 -2.10 2.96
H -1.31 -4.15 3.73
C -1.98 -1.47 3.69
H -2.91 1.02 2.44
H -2.06 3.68 0.89
N 4.07 -2.38 -1.16
H -3.80 3.66 -2.32
H 1.84 -0.54 5.68
C -0.13 2.29 -3.85
H -1.70 -5.17 -0.05
C -1.91 3.84 -1.24
H 6.00 1.10 -2.79
C 0.45 0.32 -2.45
C 5.21 0.93 -2.05
C -1.29 -4.22 0.27
H -2.38 3.89 -3.36
N 4.67 -0.40 -2.25
C -0.55 -3.58 4.26
H -1.05 1.87 -4.23
C 4.11 -0.59 -3.57
C -2.89 0.93 3.53
N -0.55 1.84 0.42
H 2.76 -2.58 0.43
C 4.07 -1.01 -1.13
H -4.07 -1.94 3.51
N 3.61 -0.40 -0.11
H 4.92 -4.15 -1.82
C 1.44 2.49 -1.92
H 1.07 -4.32 -2.10
H -2.27 0.14 -3.48
C -3.82 1.30 -0.62
H -0.21 1.36 6.40
N 0.31 -4.62 -1.52
H -3.00 -3.18 2.86
C -3.05 0.62 -2.89
H -1.56 -1.11 -1.46
H -0.87 2.24 5.02
H -0.99 5.81 -1.12
H -3.27 -1.67 1.96
H -3.13 -1.16 -0.66
H -0.25 4.75 -2.31
H -1.75 -0.36 0.14
H -1.02 -4.27 1.33
H 3.53 0.60 -0.23
H 2.32 2.01 -2.35
H -4.57 0.51 -0.53
C 5.10 -3.08 -1.91
C 0.16 1.82 -2.43
C -0.08 -3.79 -0.51
H 1.47 2.38 -0.83
H -2.04 -3.44 0.18
H -3.47 1.57 0.38
H 1.66 -2.28 5.42
H -0.33 -0.23 -2.96
C -0.86 -2.11 4.25
H 4.46 1.72 -2.15
C -0.70 4.77 -1.32
C -1.89 -0.10 3.99
C 1.14 -1.37 5.73
H 0.42 -3.80 3.80
H -4.29 2.16 -1.09
H -0.20 3.38 -3.90
H -3.91 0.66 3.85
H 3.54 0.29 -3.89
H 1.39 0.11 -2.97
H -2.67 1.91 3.94
C -0.72 0.12 4.72
H 5.07 -2.81 -2.96
H -0.26 -5.39 -1.83
H 3.49 -4.10 -0.16
C -2.84 4.16 -2.41
H -2.60 5.25 0.27
P -1.14 2.04 -0.94
H 0.03 4.46 -0.58
```

As for the charge: -1. The spin multiplicity is 1. The LUMO energy comes out at 1.9 eV.


Entry 5:
The following is a quantum chemistry calculation of the ion C5H8N with charge +1 at a distorted geometry, from the OMol25 dataset.

```
14
C5H8N ωB97M-V/def2-TZVPD
H 0.54 2.27 0.92
N 0.76 1.26 0.58
H 1.75 0.84 0.74
H -0.60 -2.70 -1.41
C -0.35 -0.74 0.40
C 0.66 0.95 -0.91
H 0.33 0.03 2.13
H -1.18 0.71 1.70
H -0.07 -1.64 -2.86
H -0.68 -1.60 0.80
C -0.24 0.36 1.31
C -0.31 -1.75 -1.82
C 0.01 -0.59 -0.97
H 1.63 0.89 -1.32
```

As for the charge: +1. The spin multiplicity is 1. The LUMO energy (alpha / beta) comes out at -5.9 / -4.8 eV.


Entry 6:
The following is a quantum chemistry calculation of a structure of composition C8H14N3O2PbS2 at a distorted geometry, from the OMol25 dataset.

```
30
C8H14N3O2PbS2 ωB97M-V/def2-TZVPD
O 3.25 1.06 2.32
N -0.22 -0.13 -5.22
H 1.91 1.28 -3.40
H 0.13 -1.01 -5.61
S 1.93 1.56 1.95
H 1.19 1.60 5.02
H -1.54 -2.90 -2.01
H -2.22 -1.10 4.71
C -0.54 0.26 5.01
C -1.18 -0.64 2.88
H 1.71 1.33 -1.55
N 1.30 0.75 0.57
H 0.43 0.64 -5.37
H 1.30 -1.49 -2.39
C 0.28 -0.03 0.90
C -0.13 0.05 2.29
H 0.59 2.29 -2.62
H -1.16 0.09 -5.56
C 0.71 0.86 3.05
C 0.52 0.98 4.43
S -0.60 -1.18 0.04
C -1.40 -0.55 4.25
H -1.81 -1.27 2.27
H -0.72 0.33 6.07
H -1.93 -2.74 -3.66
C 1.24 1.42 -2.54
N -1.89 -2.27 -2.74
H -2.79 -1.88 -2.49
O 1.75 3.00 1.85
Pb -0.13 -0.32 -2.45
```

As for the charge: -1. The spin multiplicity is 1. The LUMO energy (alpha / beta) comes out at 2.8 / 2.8 eV.


Entry 7:
The following is a quantum chemistry calculation of a structure of composition C29H24BEuN13O3 at a distorted geometry, from the OMol25 dataset.

```
71
C29H24BEuN13O3 ωB97M-V/def2-TZVPD
C -2.14 0.99 2.87
C -0.09 0.20 2.73
C -3.04 2.00 -2.46
H 3.38 1.20 -4.57
C 3.39 1.12 2.44
N -3.01 -1.48 0.16
C 3.92 4.86 2.73
H 0.96 -0.01 2.91
N -1.61 0.89 -1.15
C -1.75 1.47 -2.33
N 2.30 -0.24 0.60
C 1.41 -0.41 -5.67
H -4.96 -2.13 0.51
H 4.38 -0.68 0.60
H 2.04 4.31 0.73
H 5.11 -4.75 -1.61
C 4.36 -2.92 -0.75
H -3.49 2.50 -3.29
H 5.29 -2.60 -0.25
H -4.50 -0.15 3.39
B -3.16 -0.01 0.63
C 3.25 -2.15 -0.49
C -3.71 1.54 -1.35
H -0.64 1.41 4.45
N -0.74 -0.20 1.61
O 4.24 5.04 4.07
N -2.04 0.21 1.75
C 4.25 -4.09 -1.48
H -4.74 1.67 -1.06
C -6.66 0.24 1.04
C -2.11 -3.32 -0.44
C 3.07 -4.37 -2.04
C 1.95 -3.60 -1.76
C 1.96 0.50 -3.34
H -3.97 -4.62 -0.26
N -2.85 0.92 -0.54
H 4.39 2.41 3.86
N -0.27 -1.85 -2.94
O 4.12 5.77 1.96
C 0.38 -1.17 -3.65
C 3.27 3.55 2.36
C -5.08 -0.03 2.48
C 2.05 2.20 0.72
N 2.00 -2.53 -0.99
N 1.64 -0.46 -6.81
C -3.46 -3.65 -0.15
C -6.45 0.02 2.41
C 2.41 3.45 1.27
H -7.07 -0.06 3.23
C 3.70 2.37 2.97
H 3.71 4.47 4.61
O 1.48 0.48 -2.14
H -0.90 1.60 -2.96
C 1.29 -0.29 -4.29
N -1.90 -2.03 -0.32
C 3.33 -0.94 0.33
H 1.47 2.20 -0.22
C -3.94 -2.42 0.25
C -0.90 1.01 3.47
N 3.01 1.25 -3.66
C 2.58 1.03 1.27
Eu 0.12 -0.74 -0.68
N -5.53 0.26 0.36
H 3.77 0.17 2.82
H 1.00 -3.93 -2.24
H 2.90 -5.19 -2.74
N -4.55 0.15 1.23
H -3.14 1.41 3.04
H 3.48 1.78 -2.93
H -7.58 0.32 0.49
H -1.38 -3.97 -0.81
```

As for the charge: +1. The spin multiplicity is 7. The LUMO energy (alpha / beta) comes out at -4.3 / -4.3 eV.


Entry 8:
The following is a quantum chemistry calculation of a structure of composition C20H21MoN5O6PS5 at a distorted geometry, from the OMol25 dataset.

```
59
C20H21MoN5O6PS5 ωB97M-V/def2-TZVPD
H 1.38 2.00 -0.28
O 1.95 -0.03 -1.29
H -3.88 -4.04 -0.97
S -1.31 -1.20 5.45
H -5.27 -3.07 0.77
H -5.37 -1.57 -0.14
C -3.66 -1.68 1.13
C -2.37 2.23 -2.55
O 7.66 -0.28 1.18
C -0.10 2.93 -2.50
C -2.46 -2.51 -0.60
C 4.01 1.11 -1.44
H 5.54 -1.36 1.16
C -0.85 -1.71 3.85
S -2.30 -3.04 7.56
H 0.94 2.64 -2.68
H -2.67 3.16 -3.03
N -0.99 1.92 -2.93
C 3.73 -0.81 0.07
O 7.89 1.34 -0.23
H -1.31 -0.16 -2.84
C -1.70 3.46 -0.65
H 3.50 -2.60 1.24
C 3.13 0.10 -0.91
C -4.68 -2.34 0.20
C -1.76 -2.77 6.06
H 0.39 0.32 -2.94
P -0.51 0.46 -0.67
H 0.33 4.02 -0.76
C -0.98 -3.03 3.56
H 3.62 1.77 -2.21
H -1.76 3.59 0.43
C 2.99 -1.82 0.66
S -1.58 -4.03 4.85
C 5.30 1.22 -1.04
Mo -0.28 -1.72 0.68
O 1.73 -1.94 0.58
C -0.58 0.58 -2.50
C 5.84 0.32 -0.08
H 5.96 1.98 -1.45
N -2.41 -1.75 0.50
N -2.51 2.38 -1.10
C -3.86 -2.95 -0.94
H -1.96 4.39 -1.16
H -0.32 3.89 -2.97
H -2.40 1.26 0.68
O -3.87 -1.16 2.19
S -0.60 -3.71 2.03
O -1.38 -2.73 -1.18
N -0.22 3.19 -0.98
H -3.02 1.43 -2.89
H -2.96 0.38 -0.73
H -4.14 -2.60 -1.93
C 0.30 2.04 -0.17
S -0.30 -0.59 2.68
H 0.05 2.22 0.88
C 5.10 -0.68 0.44
C -2.24 1.12 -0.39
N 7.24 0.48 0.33
```

As for the charge: +1. The spin multiplicity is 1. The LUMO energy (alpha / beta) comes out at -4.6 / -4.6 eV.


Entry 9:
The following is a quantum chemistry calculation of a cluster of 2 separate species, C9H14S in total at a distorted geometry, from the OMol25 dataset.

```
24
C9H14S ωB97M-V/def2-TZVPD
C -0.81 1.95 0.20
C 2.06 -2.77 -1.26
C -1.77 1.89 -0.77
H 1.00 1.22 2.20
H 2.12 -0.78 -0.46
H 0.14 2.47 0.25
C -0.02 1.41 2.51
H 1.47 -3.25 -0.47
H -2.23 -0.19 2.41
C -2.88 1.00 -0.69
H 2.66 -3.54 -1.76
H -3.89 -0.32 0.70
H 3.76 -1.71 -0.45
C -0.95 1.12 1.35
S 3.44 -0.68 -2.44
H 1.26 -2.58 -2.00
H -0.34 0.86 3.39
C -2.07 0.35 1.49
C -3.00 0.24 0.44
H 2.78 -1.25 -3.44
H -0.12 2.47 2.76
C 2.79 -1.51 -0.91
H -1.75 2.56 -1.62
H -3.68 1.04 -1.41
```

As for the charge: -1. The spin multiplicity is 2. The LUMO energy (alpha / beta) comes out at 3.1 / 3.2 eV.


Entry 10:
The following is a quantum chemistry calculation of the molecule C3H4N2O2S2 at a distorted geometry, from the OMol25 dataset.

```
13
C3H4N2O2S2 ωB97M-V/def2-TZVPD
H -0.62 -0.58 1.49
N -1.57 0.67 0.00
H 2.65 0.60 0.07
C -0.54 0.38 1.06
S -2.44 -1.76 -0.89
O 2.37 -0.29 -1.43
C 0.83 0.30 0.44
H -0.54 1.25 1.84
H -1.52 1.63 -0.38
S 0.94 -0.66 -1.32
N 1.88 0.80 0.86
C -2.10 -0.26 -0.76
O 0.67 -2.08 -0.99
```

The spin multiplicity is 1. The LUMO energy (alpha / beta) comes out at -0.3 / -3.1 eV.


Entry 11:
The following is a quantum chemistry calculation of the molecule C4H11N3 at a distorted geometry, from the OMol25 dataset.

```
18
C4H11N3 ωB97M-V/def2-TZVPD
C -1.29 1.75 0.90
N 1.69 -2.85 -0.49
C 0.40 0.59 -0.28
H -0.82 -1.08 -0.99
N -1.49 2.72 -0.04
H 0.81 -0.98 -1.69
H -0.01 -2.43 0.66
H 1.54 -3.76 -0.06
H -1.96 1.92 1.73
H 0.28 1.33 -1.08
C 0.82 -1.87 0.24
H -0.95 2.75 -0.89
H 1.23 -2.95 -1.39
H -2.11 3.48 0.03
H 1.37 -1.28 0.97
H 1.42 0.71 0.11
C 0.22 -0.84 -0.77
N -0.48 0.78 0.86
```

As for the SMILES: N/C=N\CCCN. The spin multiplicity is 1. The LUMO energy comes out at 1.0 eV.


Repeat the sixth record exactly.
The following is a quantum chemistry calculation of a structure of composition C8H14N3O2PbS2 at a distorted geometry, from the OMol25 dataset.

```
30
C8H14N3O2PbS2 ωB97M-V/def2-TZVPD
O 3.25 1.06 2.32
N -0.22 -0.13 -5.22
H 1.91 1.28 -3.40
H 0.13 -1.01 -5.61
S 1.93 1.56 1.95
H 1.19 1.60 5.02
H -1.54 -2.90 -2.01
H -2.22 -1.10 4.71
C -0.54 0.26 5.01
C -1.18 -0.64 2.88
H 1.71 1.33 -1.55
N 1.30 0.75 0.57
H 0.43 0.64 -5.37
H 1.30 -1.49 -2.39
C 0.28 -0.03 0.90
C -0.13 0.05 2.29
H 0.59 2.29 -2.62
H -1.16 0.09 -5.56
C 0.71 0.86 3.05
C 0.52 0.98 4.43
S -0.60 -1.18 0.04
C -1.40 -0.55 4.25
H -1.81 -1.27 2.27
H -0.72 0.33 6.07
H -1.93 -2.74 -3.66
C 1.24 1.42 -2.54
N -1.89 -2.27 -2.74
H -2.79 -1.88 -2.49
O 1.75 3.00 1.85
Pb -0.13 -0.32 -2.45
```

As for the charge: -1. The spin multiplicity is 1. The LUMO energy (alpha / beta) comes out at 2.8 / 2.8 eV.